C50H117N5O11 | ωB97M-V/def2-TZVPD

```
183
Properties=species:S:1:pos:R:3:forces:R:3
O 2.522 2.765 1.824 -0.221 0.611 0.275
H 2.855 1.937 1.466 0.049 -0.371 0.345
H 2.538 2.735 2.795 0.081 -0.343 -0.639
C -2.892 -0.941 2.265 0.087 -0.780 1.722
C -3.415 -2.384 2.593 0.352 0.907 -0.917
C -4.607 -2.332 3.564 0.942 -0.236 1.304
C -5.885 -1.825 2.952 1.126 0.896 -1.737
C -6.226 -2.695 1.741 -0.036 0.099 -0.785
C -5.160 -2.703 0.591 0.681 -1.314 3.108
N -3.813 -3.141 1.373 -2.249 0.288 -0.573
O -2.752 -3.036 0.458 0.306 0.677 -0.502
C -5.472 -3.846 -0.400 0.462 0.745 -0.643
C -5.030 -1.367 -0.110 -0.658 0.165 -0.995
C -2.226 -3.128 3.213 -0.502 -0.820 0.034
H -3.680 -0.226 2.116 -0.440 0.276 -0.155
H -2.232 -0.966 1.420 0.417 0.061 -0.432
H -2.319 -0.624 3.172 -0.337 0.009 -0.768
H -4.753 -3.371 3.951 -0.012 0.664 -0.166
H -4.298 -1.687 4.445 -0.291 -0.741 -0.871
H -5.794 -0.728 2.712 -0.043 -0.958 -0.071
H -6.702 -1.895 3.601 -1.150 -0.109 1.344
H -7.186 -2.357 1.289 0.441 -0.395 0.278
H -6.329 -3.729 2.134 -0.127 0.445 -0.448
H -4.870 -3.606 -1.302 -0.194 -0.698 0.366
H -5.321 -4.888 -0.056 0.218 0.805 0.096
H -6.514 -3.768 -0.725 -0.020 0.108 0.101
H -5.582 -1.401 -1.093 0.873 0.027 0.742
H -5.426 -0.476 0.384 -0.153 -0.350 0.496
H -3.972 -1.189 -0.215 0.350 0.179 -0.749
H -1.294 -3.063 2.655 -0.168 0.087 -0.309
H -2.464 -4.190 3.395 0.001 0.290 -0.248
H -2.017 -2.710 4.174 0.081 0.383 0.700
H -2.473 -3.931 0.311 0.090 -0.703 -0.074
C -3.169 0.613 -6.400 -0.789 -0.460 -0.109
C -1.681 0.339 -6.071 0.586 -1.250 -0.337
C -1.121 1.221 -4.887 -0.309 0.481 -1.747
C -1.749 0.810 -3.583 -0.368 -0.755 -0.986
C -1.217 -0.571 -3.279 -0.339 0.009 -0.236
C -1.694 -1.614 -4.346 0.303 -0.557 -0.508
N -1.394 -1.141 -5.733 0.955 0.824 -0.017
O -1.861 -2.114 -6.755 -0.508 1.981 1.976
C -0.910 -2.963 -4.178 -0.097 1.087 -0.122
C -3.226 -1.833 -4.144 0.736 -0.038 -0.188
C -0.858 0.605 -7.386 -2.139 -0.682 0.403
H -3.149 1.536 -6.962 -0.422 0.342 -0.174
H -3.924 0.701 -5.597 0.852 0.307 0.133
H -3.687 -0.150 -7.044 1.050 0.466 0.171
H -0.007 1.137 -4.838 -0.818 -0.050 -0.131
H -1.332 2.299 -5.162 0.074 -1.075 0.296
H -2.828 0.744 -3.666 -0.294 0.303 -0.046
H -1.548 1.549 -2.865 0.454 0.746 1.347
H -1.424 -0.868 -2.248 -0.837 -0.507 -0.295
H -0.155 -0.459 -3.282 0.952 -0.271 -0.378
H -1.285 -3.450 -3.306 -0.116 -0.539 0.772
H -1.097 -3.568 -5.029 -0.604 -0.677 -0.739
H 0.193 -2.947 -4.168 -0.402 0.784 0.358
H -3.667 -2.635 -4.764 0.331 0.138 0.510
H -3.349 -1.988 -3.088 -0.418 -0.694 0.521
H -3.778 -0.924 -4.336 -0.063 0.212 -0.274
H -1.356 -0.069 -8.122 0.841 0.423 0.198
H 0.170 0.345 -7.215 0.449 0.006 -0.157
H -0.999 1.631 -7.745 0.237 -0.119 0.251
H -2.821 -2.075 -6.579 0.236 -0.391 -0.569
C 4.952 -2.884 5.252 0.557 0.240 0.729
C 3.606 -2.412 5.839 -0.454 0.246 -0.582
C 3.823 -1.244 6.750 0.028 1.308 1.130
C 2.562 -0.452 7.223 -0.218 0.056 -1.663
C 1.793 -0.060 5.950 -0.700 -0.940 -0.723
C 1.451 -1.272 4.995 0.563 0.086 0.471
N 2.769 -1.921 4.696 -0.295 -0.562 0.583
O 2.469 -3.087 3.944 0.412 -0.197 -1.471
C 0.401 -2.165 5.702 -0.315 0.042 0.987
C 0.926 -0.798 3.604 2.717 -0.331 0.239
C 3.022 -3.529 6.672 -0.227 -1.771 -0.447
H 4.913 -3.880 4.776 -0.196 0.647 -0.003
H 5.652 -2.984 6.112 -0.297 0.017 -0.474
H 5.384 -2.108 4.588 -0.355 -0.550 0.136
H 4.273 -1.625 7.650 0.637 -0.217 0.417
H 4.558 -0.574 6.280 -0.351 0.197 0.158
H 2.832 0.470 7.745 0.240 -0.200 0.010
H 1.851 -0.975 7.884 0.697 -0.234 -0.156
H 2.273 0.700 5.368 1.007 0.321 -0.414
H 0.864 0.422 6.166 -0.950 0.173 0.521
H 0.378 -3.225 5.409 0.417 0.383 -0.006
H 0.462 -2.094 6.831 0.055 -0.225 -1.311
H -0.594 -1.793 5.459 -0.027 0.214 -0.039
H 1.777 -0.208 3.172 -0.751 -0.057 0.305
H 0.838 -1.623 2.885 -0.496 0.069 0.478
H 0.059 -0.196 3.674 -1.007 0.526 0.050
H 2.820 -4.412 6.015 -0.255 0.705 0.598
H 2.161 -3.256 7.267 -0.387 0.078 -0.287
H 3.719 -3.897 7.427 0.470 0.185 -0.167
H 2.919 -2.941 3.069 -0.299 -0.184 1.081
C 5.383 -0.458 -3.341 0.348 -0.636 0.336
C 5.423 0.984 -2.878 1.796 1.224 -0.683
C 6.096 1.899 -3.968 0.598 -1.323 0.260
C 5.913 3.412 -3.754 0.129 -0.150 0.240
C 4.430 3.662 -3.681 -0.861 -0.796 0.708
C 3.799 2.895 -2.476 -1.078 0.600 -0.962
N 4.085 1.461 -2.682 0.062 -0.523 0.230
O 3.577 0.623 -1.669 -1.207 0.155 0.815
C 4.211 3.511 -1.160 1.017 -0.903 0.472
C 2.259 2.971 -2.593 -0.138 -0.853 0.137
C 6.331 1.093 -1.628 -0.561 -0.502 -1.200
H 4.661 -0.740 -4.111 0.086 0.568 -0.129
H 5.171 -1.139 -2.503 0.177 0.265 -0.121
H 6.391 -0.660 -3.692 0.106 -0.410 -0.209
H 7.186 1.564 -3.997 -1.320 0.602 -0.236
H 5.582 1.567 -4.887 0.484 0.524 -0.092
H 6.290 3.955 -4.608 0.432 0.090 -0.267
H 6.430 3.828 -2.851 -0.254 -0.541 -0.710
H 3.939 3.194 -4.521 0.011 -0.140 -0.721
H 4.108 4.708 -3.740 0.248 -0.088 0.547
H 4.170 2.830 -0.300 -0.556 0.159 -0.183
H 5.247 3.805 -1.166 0.458 0.346 -0.141
H 3.637 4.388 -0.978 -0.617 0.615 0.349
H 1.858 3.929 -2.868 0.186 0.772 0.065
H 1.837 2.265 -3.337 0.460 0.213 0.395
H 1.883 2.708 -1.608 -0.450 -0.054 0.032
H 6.356 2.133 -1.407 0.319 0.613 0.822
H 7.328 0.746 -1.878 0.144 -0.042 -0.010
H 5.940 0.469 -0.849 -0.041 -0.083 0.798
H 4.019 0.773 -0.798 -0.170 0.119 -0.577
C -2.398 2.097 0.172 1.765 0.195 -0.308
C -2.895 3.493 -0.185 -1.875 -0.227 -1.692
C -4.149 3.363 -1.125 -1.357 -0.079 -0.390
C -5.514 3.064 -0.365 2.274 0.237 -1.214
C -5.712 4.133 0.650 -0.802 0.054 2.313
C -4.559 4.124 1.729 0.290 -0.919 -1.642
N -3.323 4.371 0.898 0.588 0.175 1.427
O -2.190 4.351 1.832 -0.690 0.727 -0.144
C -4.702 5.271 2.725 -0.087 0.567 -1.302
C -4.514 2.755 2.483 -1.613 0.008 0.243
C -1.787 4.228 -0.975 -0.424 0.251 -0.649
H -1.884 1.747 -0.757 -0.315 -0.076 0.847
H -3.087 1.333 0.484 -0.574 -0.035 -0.122
H -1.643 2.191 0.974 -0.201 -0.164 -0.386
H -4.322 4.301 -1.694 0.329 -0.268 0.411
H -4.077 2.575 -1.911 0.627 0.385 0.634
H -5.395 2.073 0.063 -0.382 -0.122 0.261
H -6.308 3.036 -1.101 -0.230 -0.041 -0.116
H -6.679 3.950 1.189 0.679 0.242 -0.231
H -5.794 5.137 0.217 0.194 -0.212 -0.106
H -4.601 6.286 2.276 0.128 -0.783 0.003
H -5.691 5.238 3.117 -0.891 -0.104 0.533
H -4.016 5.172 3.532 0.593 -0.065 0.687
H -4.288 1.903 1.817 -0.327 0.600 0.466
H -3.792 2.743 3.289 0.331 0.185 0.013
H -5.528 2.573 2.990 1.254 0.195 -0.814
H -2.101 5.252 -1.269 0.007 -0.575 0.387
H -1.533 3.715 -1.932 -0.190 0.070 0.759
H -0.904 4.308 -0.360 0.414 -0.003 0.102
H -2.226 5.275 2.119 0.457 -0.278 0.038
C 4.868 0.647 2.154 0.894 -0.592 0.662
O 4.004 0.172 1.141 -0.560 0.676 -0.868
H 4.373 0.686 3.148 0.194 -0.223 -0.465
H 5.763 -0.020 2.215 -0.541 0.557 0.176
H 5.221 1.683 1.937 -0.416 -0.811 -0.234
H 3.788 -0.794 1.134 0.692 0.454 0.899
C 0.764 0.551 0.243 -1.580 -0.983 1.986
O -0.027 -0.515 -0.315 -0.019 -0.488 0.219
H 0.503 0.446 1.365 0.745 0.506 -1.784
H 1.816 0.400 0.077 0.339 0.136 -0.157
H 0.377 1.487 -0.112 0.215 0.606 -0.129
H -0.057 -0.555 -1.270 0.363 0.601 -0.304
C 1.963 -0.714 -5.023 0.652 -0.037 0.493
O 2.442 0.603 -5.132 0.384 1.007 0.507
H 1.516 -0.871 -4.053 -0.176 -0.226 0.404
H 1.220 -0.976 -5.765 -0.085 0.346 -0.288
H 2.805 -1.382 -5.105 0.275 -0.725 -0.135
H 2.996 0.834 -4.327 -0.666 -0.411 -0.897
C 0.872 -3.888 0.221 -0.526 -0.109 0.246
O 1.268 -2.582 0.603 1.065 -1.607 1.012
H 1.268 -4.197 -0.754 0.065 0.069 0.192
H 1.208 -4.560 1.018 0.130 0.017 -0.285
H -0.222 -3.974 0.203 0.157 0.129 -0.109
H 0.918 -1.901 0.052 -1.121 1.160 -0.862
C 4.542 -3.181 0.348 -1.511 0.752 -0.529
O 3.731 -2.602 1.386 0.889 0.368 0.187
H 4.192 -4.193 0.223 -0.007 -0.473 -0.523
H 4.384 -2.568 -0.584 0.448 -0.794 0.664
H 5.575 -3.234 0.626 0.473 0.371 0.313
H 2.798 -2.604 1.079 -0.261 -0.008 -0.262
```
Positions in Å, forces in eV/Å.

Values from the calculation:
* energy: -3076.37329 a.u.
* Kohn-Sham gap: 9.02 eV
* ΔE to the lowest compared entry with this formula, charge and spin: 0.0 kJ/mol
* SMILES: CC1(C)CCCC(C)(C)N1O.CC1(C)CCCC(C)(C)N1O.CC1(C)CCCC(C)(C)N1O.CC1(C)CCCC(C)(C)N1O.CC1(C)CCCC(C)(C)N1O.CO.CO.CO.CO.CO.O
* multiplicity: 1